The following is a quantum chemistry calculation of C53H67BBaN6O5S as an isolated structure at a distorted geometry, from the Open Molecules 2025 dataset.

Structure (ORCA input):
```
! wB97M-V def2-TZVPD RIJCOSX def2/J DEFGRID3
* xyz -2 1
Ba -0.190 0.773 0.816
C 1.539 -2.841 -0.521
C 2.485 -2.082 0.393
C 3.477 -2.580 1.299
C 4.054 -1.496 1.921
C 5.096 -1.452 3.075
N 3.447 -0.377 1.403
N 2.476 -0.746 0.494
B 3.875 1.059 1.802
N 3.660 1.978 0.523
N 2.348 2.256 0.106
C 2.455 3.194 -0.820
C 1.282 3.700 -1.569
C 3.843 3.509 -1.069
C 4.571 2.728 -0.171
C 6.075 2.706 0.165
N 2.891 1.620 2.911
N 1.505 1.411 2.980
C 1.084 2.021 4.129
C -0.379 2.033 4.482
C 2.180 2.652 4.751
C 3.302 2.342 3.975
C 4.723 2.898 4.185
H 1.623 -3.901 -0.401
H 0.517 -2.576 -0.260
H 1.661 -2.556 -1.535
H 3.686 -3.645 1.383
H 4.954 -2.322 3.718
H 6.142 -1.384 2.717
H 4.884 -0.556 3.664
H 5.036 1.081 2.116
H 0.986 3.070 -2.429
H 0.438 3.748 -0.900
H 1.449 4.750 -1.894
H 4.219 4.233 -1.745
H 6.683 3.355 -0.490
H 6.231 3.075 1.182
H 6.443 1.676 0.151
H -0.891 2.634 3.712
H -0.741 0.976 4.515
H -0.549 2.435 5.484
H 2.187 3.176 5.684
H 4.763 3.438 5.145
H 5.501 2.081 4.141
H 4.935 3.572 3.311
C -2.217 -1.631 -3.589
C -1.364 -0.676 -4.124
C -0.181 -1.357 -4.513
C -0.395 -2.755 -4.315
C -1.681 -2.914 -3.806
C -2.309 -4.213 -3.401
C -1.522 -5.435 -3.968
C -3.750 -4.212 -3.964
C -2.302 -4.320 -1.885
C 1.170 -0.796 -5.010
C 1.033 -0.286 -6.430
C 2.149 -2.011 -5.073
C 1.800 0.169 -4.032
C -1.885 0.735 -4.100
C -1.819 1.266 -2.662
C -1.191 1.655 -5.108
C -3.362 0.751 -4.519
H -3.116 -1.420 -2.996
H 0.317 -3.532 -4.572
H -1.402 -5.302 -5.078
H -2.047 -6.382 -3.807
H -0.556 -5.598 -3.487
H -3.786 -4.075 -5.090
H -4.410 -3.442 -3.501
H -4.232 -5.203 -3.747
H -1.294 -4.389 -1.416
H -2.935 -5.208 -1.611
H -2.784 -3.420 -1.390
H 0.578 -1.064 -7.106
H 2.035 -0.068 -6.872
H 0.443 0.615 -6.551
H 1.737 -2.750 -5.817
H 2.304 -2.492 -4.096
H 3.165 -1.714 -5.389
H 1.303 1.169 -4.027
H 2.836 0.382 -4.330
H 1.767 -0.219 -2.966
H -0.823 1.628 -2.405
H -2.178 0.523 -1.939
H -2.514 2.134 -2.654
H -0.130 1.834 -4.868
H -1.684 2.644 -4.989
H -1.366 1.286 -6.142
H -3.982 0.364 -3.732
H -3.522 0.084 -5.377
H -3.765 1.770 -4.780
O -0.703 -2.161 2.015
C -1.609 -2.297 3.135
C -2.526 -0.973 3.080
O -3.409 -0.989 3.928
O -2.152 -0.104 2.246
C -0.907 -2.303 4.504
C 0.330 -1.660 4.674
C 0.886 -1.467 5.938
C 0.238 -1.946 7.081
C -0.921 -2.662 6.905
C -1.535 -2.775 5.663
C -2.452 -3.570 2.991
C -3.678 -3.660 2.263
C -4.373 -4.852 2.174
C -3.853 -6.012 2.751
C -2.570 -5.989 3.286
C -1.910 -4.779 3.423
H -0.223 -3.045 1.958
H 0.805 -1.290 3.796
H 1.792 -0.894 6.034
H 0.652 -1.715 8.038
H -1.471 -3.116 7.714
H -2.573 -3.149 5.602
H -4.084 -2.773 1.754
H -5.302 -4.878 1.602
H -4.387 -6.986 2.677
H -2.080 -6.901 3.644
H -0.942 -4.789 3.985
O -3.083 9.760 -0.715
C -3.782 8.728 -0.129
O -4.970 8.870 0.028
C -3.046 7.507 0.158
C -1.655 7.281 -0.115
C -1.036 6.163 0.369
C -1.783 5.119 1.024
S -1.032 3.744 1.511
C -3.165 5.350 1.205
C -3.782 6.500 0.847
H -2.124 9.598 -0.659
H -1.125 8.058 -0.652
H 0.031 6.009 0.206
H -3.745 4.601 1.737
H -4.837 6.658 1.028
*
```

Kohn-Sham gap ... 5.05 eV
Lowest unoccupied orbital energy ... 3.6 eV
ΔE to the lowest compared entry with this formula, charge and spin ... 37.24 kJ/mol
E_tot ... -3213.31277 Ha
E_HOMO ... -0.05261 hartree